Record 1
ORCA calculation (ωB97M-V with the def2-TZVPD basis set) on a 8-piece molecular cluster, C32H48O24 overall at a distorted geometry.

Geometry as XYZ:
```
104
Properties=species:S:1:pos:R:3:lowdin_charge:R:1
O 2.976 5.588 0.200 0.13
O 0.135 4.689 5.537 0.07
H -0.667 2.564 -6.485 0.07
O -3.205 -8.136 -1.863 0.10
H 3.196 4.176 6.030 0.14
O -3.640 -7.020 0.062 0.12
H -6.174 0.848 -2.768 0.09
H 4.931 -2.758 -2.780 0.14
H 0.101 1.744 -7.782 0.08
C 2.877 6.659 -0.517 -0.59
C 1.083 0.613 2.600 -0.52
C -6.079 0.531 -1.729 -0.02
C 2.334 3.899 5.423 -0.11
C 4.495 -1.302 -4.301 -0.31
C -0.313 1.579 -6.787 0.00
H 3.163 3.773 -0.845 0.15
H -5.969 -1.472 -2.451 0.16
H 2.592 -1.642 1.136 0.15
C -4.906 -1.918 0.373 -0.49
H 0.848 3.074 -0.198 0.08
H -0.989 0.104 5.569 0.07
C 0.483 1.533 -4.328 -0.14
H -1.667 0.050 4.051 0.08
H -3.143 -3.387 4.784 0.14
O 0.899 1.362 3.576 0.09
H -0.469 2.630 7.295 0.08
H 5.859 -2.249 -5.636 0.09
H 1.787 1.432 -5.956 0.15
H 1.245 2.273 -4.082 0.13
H -3.972 -5.037 0.650 0.13
H 3.662 -1.950 -4.572 0.16
C -1.781 -0.417 5.030 0.00
C 0.557 2.532 6.942 0.00
H -3.588 -1.655 -2.248 0.14
O -4.943 -2.479 1.455 0.13
H 1.212 4.599 7.127 0.14
H 2.245 4.729 -2.628 0.14
C 3.676 0.079 -2.715 -0.58
O 0.407 -3.762 2.798 0.11
O -5.956 -1.377 -0.351 0.08
O 0.502 0.392 -3.582 0.07
H 2.450 2.858 5.122 0.12
C 5.040 -1.679 -2.896 -0.04
O 3.930 -0.026 -4.031 0.08
H -0.976 -0.513 -0.510 0.07
H -1.834 -3.313 0.124 0.08
H -5.477 1.251 -1.174 0.09
H 1.996 3.236 1.179 0.08
H -2.788 -0.184 5.376 0.09
C 2.408 4.474 -0.488 -0.30
O 0.087 5.936 3.634 0.11
C -4.087 -1.055 -1.487 -0.13
C 5.534 -1.242 -5.376 -0.03
C 1.828 5.109 -1.695 -0.13
C -2.975 -7.262 -0.998 -0.55
O 0.604 -1.789 -3.868 0.12
O -3.778 -1.677 -0.296 0.04
C 0.767 1.106 -5.756 -0.27
H 2.516 -0.120 0.179 0.12
C 0.667 5.178 4.410 -0.52
C -1.928 -5.541 -0.054 -0.36
C 0.581 -0.670 -4.350 -0.57
H 0.564 0.335 -0.867 0.07
H 0.366 -1.308 -1.194 0.07
O 0.152 0.208 1.719 0.06
H 0.705 4.376 0.992 0.10
H -1.539 -2.381 5.981 0.15
O 2.284 6.412 -1.651 0.11
H -7.073 0.703 -1.315 0.09
H -1.118 -5.832 0.615 0.16
O 3.448 7.712 -0.189 0.10
O -1.759 -3.532 3.400 0.05
H -3.098 -6.048 1.739 0.14
H 6.379 -0.569 -5.227 0.09
O 4.212 -0.881 -2.056 0.11
O 0.749 -0.311 -5.630 0.10
C -1.544 -1.938 4.985 -0.28
C -3.238 -5.842 0.678 -0.07
O 3.086 1.032 -2.208 0.11
C -0.419 -3.285 3.569 -0.53
H -3.618 -0.081 -1.345 0.13
H -1.251 1.024 -6.819 0.09
H 6.084 -1.380 -2.806 0.14
C 0.688 -0.878 0.969 -0.27
O -1.981 -6.367 -1.087 0.10
C 0.111 -0.561 -0.442 0.00
O 2.289 0.219 2.194 0.09
C 2.172 -0.638 1.074 -0.08
C 1.411 3.767 0.427 0.01
H -0.521 1.942 -4.213 0.14
H -1.000 -4.056 -1.249 0.09
C -2.549 -2.696 4.185 -0.12
O 1.985 4.844 4.424 0.07
H 0.745 4.998 -1.651 0.14
H 1.189 2.226 7.776 0.07
H 0.712 1.677 6.283 0.05
C -5.574 -0.887 -1.620 -0.32
H 5.119 -0.883 -6.318 0.09
C -1.872 -4.128 -0.599 0.00
H -3.170 -2.037 3.578 0.13
H 0.300 -1.765 1.469 0.13
O -0.274 -2.241 4.364 0.11
C 1.120 3.904 6.293 -0.25
H -2.643 -3.821 -1.305 0.08
```

Results
relative energy (zero: lowest compared OMol25 entry of this formula, charge and spin) = 368.1 kJ/mol
HOMO level = -10.09 eV
E_tot = -3053.92423 a.u.
lowest unoccupied orbital energy = 0.02 eV
total charge = 0
multiplicity = 1
orbital gap = 10.1 eV

***

Record 2
ORCA calculation (ωB97M-V with the def2-TZVPD basis set) on C32H49AlClNO3PS as an isolated structure at a distorted geometry.

Geometry as XYZ:
```
89
Properties=species:S:1:pos:R:3:lowdin_charge:R:1
C -0.787 2.280 -1.341 -0.39
H -0.441 2.743 -3.442 0.10
N -0.074 1.448 3.326 -0.12
H 0.196 0.211 -4.272 0.11
H 2.060 1.771 -0.864 0.07
H 0.855 3.292 -2.366 0.10
H 1.152 -1.694 -2.845 0.10
H 2.085 -1.714 7.565 0.07
H 2.231 0.010 -3.379 0.10
H 4.846 -0.481 -2.622 0.11
H -2.850 3.952 -0.334 0.12
Al 0.775 1.636 1.622 -0.09
O -1.817 2.571 4.846 -0.35
H -1.326 0.171 0.752 0.05
C -2.186 -2.705 3.011 -0.19
Cl 1.455 3.526 0.982 0.38
H -0.528 2.788 -0.393 0.05
C -0.236 3.185 -2.454 -0.20
H -2.623 1.632 -2.315 0.11
C -0.226 -3.196 0.925 -0.12
C 4.157 0.116 -0.669 -0.18
H -2.562 -1.111 -4.370 0.12
H 0.286 -2.235 -1.400 0.07
H -1.534 -3.160 -2.761 0.11
C 3.814 1.395 -2.866 -0.19
C 0.099 -0.862 7.464 -0.20
C 2.678 -0.296 -0.719 -0.18
H -2.685 1.545 -0.554 0.12
H 2.574 -1.226 -1.300 0.11
C -0.640 -0.545 -2.414 -0.37
H -1.699 -2.468 -0.476 0.07
H 0.068 -2.391 -5.250 0.11
H 0.551 -3.405 0.180 0.09
C 0.852 0.105 4.983 -0.23
C -0.877 4.575 -2.368 -0.19
C -2.410 4.521 -2.369 -0.20
H -2.808 5.524 -2.176 0.11
C -1.037 -3.674 3.267 -0.19
H -3.059 -3.008 3.606 0.11
C -0.874 -2.421 -4.686 -0.20
H -0.530 5.057 -1.443 0.12
C -0.430 0.354 5.474 -0.29
C -1.524 -1.033 -4.723 -0.19
H -0.522 5.186 -3.206 0.11
H -1.397 -4.699 3.103 0.11
H 2.738 -0.879 5.253 0.09
H -1.652 -0.756 -2.020 0.13
C 1.000 0.693 3.688 -0.55
C -1.463 -2.709 0.564 -0.12
H -3.338 -3.395 1.325 0.11
H -0.730 -3.614 4.320 0.11
H -1.355 0.942 -3.856 0.09
H 0.711 -2.523 2.728 0.12
C -2.983 3.536 -1.344 -0.19
P 0.032 0.640 -1.194 1.02
C 1.766 -0.679 5.703 -0.08
O 1.903 0.612 2.738 -0.11
H 1.741 1.705 -3.412 0.09
H -1.523 -3.142 -5.195 0.11
H 4.161 1.441 -3.906 0.11
C 2.339 0.971 -2.852 -0.20
H -1.919 -1.698 3.360 0.09
H -4.060 3.420 -1.503 0.11
C 0.148 -1.861 -2.424 -0.21
O -2.387 0.459 3.647 -0.37
C 4.715 0.452 -2.057 -0.20
H 4.742 -0.694 -0.217 0.12
C -2.600 -2.602 1.527 -0.19
C -0.832 -0.126 6.715 -0.11
H -2.753 4.232 -3.373 0.11
S -1.420 1.291 4.332 0.65
H 4.257 0.991 -0.011 0.12
H -1.839 0.088 7.070 0.10
H -3.133 -1.652 1.373 0.10
C -0.586 -2.913 -3.261 -0.19
C 1.857 0.819 -1.397 -0.38
C 0.169 -3.411 2.351 -0.19
H 2.331 -0.521 0.299 0.10
C -0.264 0.128 0.478 -0.22
H 0.014 -3.831 -3.293 0.12
H 5.710 0.899 -1.953 0.11
C -2.317 2.153 -1.394 -0.18
H 0.879 -4.247 2.419 0.11
C -0.797 -0.005 -3.846 -0.20
H 3.893 2.411 -2.454 0.12
H -1.560 -0.660 -5.753 0.11
C 1.384 -1.137 6.960 -0.17
H 0.148 -0.864 0.682 0.03
H -0.178 -1.230 8.453 0.05
```

Results
relative energy (zero: lowest compared OMol25 entry of this formula, charge and spin) = 0.0 kJ/mol
HOMO level (alpha / beta) = 0.11 / 0.11 eV
E_tot = -2971.49102 a.u.
lowest unoccupied orbital energy (alpha / beta) = 1.80 / 1.80 eV
total charge = -1
multiplicity = 1
orbital gap (alpha / beta) = 1.7 / 1.7 eV

***

Record 3
ORCA calculation (ωB97M-V with the def2-TZVPD basis set) on a 14-piece molecular cluster, C32H49Cl26INO6 overall at a distorted geometry.

Geometry as XYZ:
```
115
Properties=species:S:1:pos:R:3:lowdin_charge:R:1
Cl 4.521 -6.883 -2.513 0.54
H -1.551 -6.408 -3.657 0.02
Cl -2.181 3.724 2.621 0.52
Cl 5.438 5.742 -1.967 0.53
H 4.304 -6.997 -4.857 0.02
C 3.983 10.816 -1.349 -0.98
C -1.149 -1.659 0.509 -0.12
C -1.555 -1.007 8.108 -1.04
O -5.914 -0.726 0.041 0.13
C 3.767 -2.387 0.358 -0.06
C 2.671 -3.279 -0.012 -0.24
Cl -7.000 -6.637 0.499 0.59
Cl 2.907 0.358 -5.170 0.46
H -7.122 -8.858 -0.277 0.03
Cl -1.797 0.333 6.987 0.46
Cl 4.554 1.236 -2.452 0.49
C -3.643 -1.783 0.179 -0.03
H 4.212 1.310 2.560 0.06
Cl -0.989 -4.579 -5.032 0.51
O -0.435 1.158 -1.249 -0.10
C -3.526 4.347 1.664 -1.03
C -2.577 -0.523 -2.187 -0.17
H 3.831 10.136 2.636 -0.05
H 2.950 2.649 2.231 0.06
O -4.106 0.466 -0.691 0.03
C 1.330 -2.889 0.422 0.04
Cl 4.305 3.219 -0.331 0.56
H -4.458 3.981 2.085 0.02
Cl 0.029 -1.761 7.879 0.48
H 4.383 11.573 -2.018 0.03
Cl -2.731 -5.927 -0.383 0.49
C 2.200 -0.742 1.565 -0.07
H 0.787 1.374 -4.961 0.03
I -2.128 -2.229 4.212 0.83
C 0.727 1.345 2.207 -0.10
C 3.244 1.587 2.063 -0.16
Cl 3.951 9.062 4.729 0.49
H -3.502 -1.115 -2.463 0.12
H 2.180 0.316 3.505 0.09
H -3.819 -7.057 1.377 0.03
H 2.533 2.610 7.333 0.02
H -2.412 0.217 -4.102 0.03
O -4.491 -0.759 3.335 0.00
Cl 2.560 8.183 2.317 0.50
O -0.211 -1.373 1.574 -0.14
C 1.241 0.465 -4.578 -1.00
C -3.579 -2.177 -6.897 -1.03
H -0.005 0.937 2.964 0.05
H -1.621 -0.631 9.125 0.02
H 3.447 1.488 0.944 0.00
H -3.384 1.160 -3.086 0.08
H -2.289 -6.529 -5.272 0.02
C 3.881 2.808 -1.998 -0.99
H 3.104 -5.495 -0.174 0.07
H 6.564 7.684 -1.256 -0.03
H 3.047 -7.937 -4.021 0.02
Cl -6.017 -7.726 -2.023 0.51
H -3.430 -2.496 -0.669 0.13
Cl -5.128 -1.546 -6.322 0.50
Cl 1.237 1.637 5.627 0.56
H -8.213 -7.773 -1.170 0.03
Cl -3.565 -5.195 -3.808 0.49
O -2.070 2.550 -0.751 -0.02
H -3.142 -2.795 -6.120 -0.02
Cl 4.421 11.238 0.312 0.54
Cl -3.698 -4.833 2.142 0.52
C -2.681 0.157 -0.758 -0.26
H -3.535 0.856 1.697 0.13
N -2.536 0.602 -3.172 0.02
C -2.465 -0.766 0.520 -0.26
H 0.872 2.423 2.508 0.06
C 3.554 -1.149 1.126 -0.02
Cl 0.303 -0.926 -5.138 0.48
H 2.225 -4.697 -1.595 0.04
H -4.925 -5.981 0.486 -0.10
Cl 5.190 7.144 0.579 0.47
H -2.327 -1.752 7.938 0.02
H 0.505 -3.584 0.148 0.11
C -3.926 -6.081 0.912 -1.05
C 1.110 -1.640 1.187 -0.16
C 6.255 6.760 -0.776 -1.04
Cl 4.102 2.197 5.625 0.51
C -2.816 0.018 1.842 -0.07
C 3.606 -7.005 -4.024 -1.00
C -2.057 -5.860 -4.448 -1.01
C -3.343 -0.864 3.033 -0.75
H 4.473 -0.578 1.370 0.09
C 3.133 9.571 3.245 -1.04
H -0.689 -1.511 -0.511 0.13
Cl 4.637 9.243 -1.810 0.56
H 2.798 2.774 -2.096 0.04
H 2.901 10.785 -1.431 0.03
Cl -3.553 6.119 1.666 0.47
H 0.331 1.342 1.161 0.08
C 2.519 2.679 6.249 -1.00
H 4.288 3.568 -2.658 -0.03
C 2.069 0.559 2.409 -0.34
C 3.007 -4.575 -0.803 -0.13
H -1.853 0.485 2.199 0.09
C -1.683 1.385 -0.911 -0.62
Cl -2.456 -0.871 -7.284 0.49
H 7.127 6.232 -0.399 0.03
H -3.750 -2.771 -7.790 0.02
H -1.649 -1.124 -2.343 0.11
H 1.240 0.483 -3.489 0.02
C -7.222 -7.880 -0.739 -0.99
H -1.445 -2.750 0.544 0.11
C -4.740 -0.668 -0.149 -0.41
H 2.318 3.703 5.946 0.03
H 2.283 10.194 3.508 0.03
H -3.908 -2.510 0.993 0.06
Cl 2.475 -5.662 -4.216 0.53
H 3.974 -4.413 -1.356 0.04
H 4.811 -2.660 0.075 0.09
H -3.415 3.994 0.639 0.01
```

Results
HOMO level = -4.99 eV
E_tot = -14017.55424 a.u.
lowest unoccupied orbital energy = 1.62 eV
total charge = -1
multiplicity = 1
orbital gap = 6.6 eV

***

Record 4
ORCA calculation (ωB97M-V with the def2-TZVPD basis set) on C32H49ClErF4N3O5P2 as an isolated structure at a distorted geometry.

Geometry as XYZ:
```
97
Properties=species:S:1:pos:R:3:lowdin_charge:R:1
C 2.596 -3.409 -4.710 -0.32
O -0.183 2.367 -0.606 -0.20
N -3.357 1.632 0.413 -0.34
C 0.532 4.019 3.535 -0.04
O 0.475 0.269 1.588 -0.14
F -4.019 -3.054 2.712 0.05
Cl -0.705 4.332 -3.001 0.60
N -2.602 -0.980 1.123 -0.10
H -3.368 -1.757 -1.485 0.08
H 5.994 -1.214 -0.101 0.01
C 4.221 -1.724 -3.111 -0.45
H 3.787 1.850 -0.664 0.02
C 2.175 -0.590 -4.743 -0.32
H -4.224 -2.259 -4.814 0.09
C -1.839 -5.110 0.591 0.06
C 0.099 1.217 2.384 -0.58
H 1.363 4.725 3.518 0.08
H 0.093 3.990 2.527 0.07
H 3.340 -3.082 -5.460 0.03
C -3.369 3.072 0.739 -0.08
C 4.340 1.057 -0.139 -0.30
H -4.281 0.385 -0.980 0.07
H 2.934 -4.338 -4.157 0.05
H 2.065 0.242 -4.020 0.00
C -3.875 1.013 1.661 -0.19
H -4.298 -0.579 -5.158 0.09
C -1.985 0.846 -4.332 0.02
H 3.737 1.907 7.571 0.09
H 2.216 -1.663 4.335 0.09
H 3.068 -0.429 -5.363 0.04
C 5.028 -1.609 0.148 -0.30
C 1.659 2.944 5.405 -0.02
H 2.132 1.131 8.088 0.11
H 2.595 -0.231 6.018 0.12
C -1.031 -4.102 0.102 -0.21
C -1.297 -2.794 0.274 -0.16
C -3.492 -2.091 -2.534 -0.01
H -4.381 3.412 1.056 0.11
H -4.733 -0.897 1.205 0.11
H 1.649 -3.682 -5.111 -0.01
H 5.382 1.203 -0.228 0.01
H -5.274 1.732 -0.526 0.11
H -1.095 1.472 -4.033 0.10
H 4.909 -1.632 1.267 0.04
C 2.640 1.969 7.496 -0.06
H -1.710 0.324 -5.244 0.08
C 0.723 3.932 -2.063 -0.53
H 4.043 0.370 -2.914 0.07
O -1.604 -0.043 -2.078 -0.14
C -3.631 -1.347 -4.814 -0.03
H 1.745 3.948 5.780 0.12
H -4.498 -2.478 -2.716 0.10
H -2.914 1.448 -4.508 0.12
H 1.603 3.945 -2.695 0.08
H -0.206 4.494 4.150 0.07
H -2.700 3.231 1.574 0.07
P 3.702 -0.586 -0.738 0.85
H -2.807 -2.940 -2.676 0.11
F -0.445 -1.864 -0.272 0.01
H 0.726 4.610 -1.222 0.08
C 0.923 1.424 3.614 -0.05
H 2.046 -1.053 2.704 0.06
H -3.919 2.010 -1.560 0.08
H 4.553 -2.571 -2.502 0.06
O 1.628 1.723 -1.893 -0.03
H -3.021 3.670 -0.127 0.10
C -4.238 1.425 -0.732 -0.08
C 2.129 0.640 5.496 -0.01
P 2.330 -1.960 -3.495 0.86
N -3.137 -1.034 -3.483 -0.12
H 4.696 -1.797 -4.068 0.05
H -2.772 -1.446 -5.501 0.11
O -0.848 1.969 2.141 -0.04
C 1.585 -1.029 3.667 -0.04
H 5.031 -2.662 -0.231 0.03
F -3.586 -5.622 2.148 0.06
C -2.343 -2.324 1.105 -0.18
H 1.239 -0.720 -5.311 0.02
H 0.597 -1.456 3.510 0.09
H 4.147 1.221 0.922 0.03
C -2.241 -0.090 -3.215 -0.41
H -3.311 1.420 2.497 0.11
H -4.915 1.321 1.802 0.12
C 0.977 2.708 4.184 -0.15
C -3.018 -3.373 1.825 -0.12
C 0.782 2.566 -1.458 -0.65
Er -1.191 0.521 -0.002 1.51
H -1.609 -6.116 0.429 0.11
C -2.777 -4.691 1.544 -0.19
H 5.582 -0.147 -2.132 0.10
C -3.848 -0.553 1.731 -0.21
C 1.549 0.340 4.248 -0.19
C 4.512 -0.464 -2.366 -0.49
H 2.376 2.878 7.984 0.06
H -3.860 -0.750 2.846 0.14
C 2.141 1.889 6.115 -0.31
F 0.160 -4.467 -0.480 0.07
```

Results
relative energy (zero: lowest compared OMol25 entry of this formula, charge and spin) = 56.8 kJ/mol
HOMO level = -7.55 eV
E_tot = -4346.79438 a.u.
lowest unoccupied orbital energy = -0.11 eV
total charge = 0
multiplicity = 4
orbital gap = 7.4 eV